Density functional theory data (ωB97M-V/def2-TZVPD) for a molecular structure, C38H40InN6 at a distorted geometry.

Structure (XYZ):
```
85
Properties=species:S:1:pos:R:3:forces:R:3
In -0.608352 -0.594617 -0.567568 0.5 0.8 -0.8
N 1.255713 -2.879862 2.432421 -2.4 0.9 0.2
N -0.443277 -2.840985 -2.523419 2.2 1.2 3.5
C 1.387381 2.028783 -0.666321 0.0 -1.3 0.8
C 2.397219 1.042966 -0.436846 -1.0 0.2 1.4
C 2.419052 0.771981 0.968172 -0.3 1.3 -0.9
C 3.149583 -0.296197 1.672336 0.6 0.0 0.1
H 4.049959 -0.582560 1.120355 0.1 -0.1 0.1
H 2.517331 -1.205602 1.815114 0.6 0.6 0.1
H 3.430973 0.061173 2.669930 0.2 -0.2 0.0
C 1.451946 1.599930 1.606990 0.2 0.1 -1.6
C 1.094094 1.509646 3.043400 0.1 0.0 0.4
H 1.977293 1.693405 3.676313 -0.3 0.0 0.1
H 0.710772 0.511164 3.317871 0.1 0.1 -0.1
H 0.327893 2.248825 3.309141 0.1 0.0 0.1
C 0.807312 2.375609 0.599807 0.6 -1.3 0.3
C -0.379795 3.231974 0.821827 -0.3 0.4 0.1
H -1.298597 2.623070 0.876607 -0.1 0.4 -0.1
H -0.506876 3.944129 -0.000823 -0.1 0.0 0.2
H -0.301910 3.801725 1.760325 -0.1 0.0 -0.2
C 3.170121 0.344855 -1.498864 0.5 0.0 -0.2
H 4.196001 0.749481 -1.560660 -0.1 -0.2 -0.2
H 2.710527 0.484222 -2.488712 0.1 0.0 0.2
H 3.258881 -0.740498 -1.327959 0.0 0.2 0.0
C 0.943326 2.484101 -2.010523 0.0 0.2 -0.5
H 0.317110 3.384287 -1.891550 0.2 -0.2 -0.4
H 0.340860 1.701555 -2.525424 0.3 0.6 0.0
H 1.814029 2.709827 -2.664181 -0.6 0.1 0.2
C 0.546842 -3.495100 3.342745 -0.2 -2.0 0.9
H 0.715758 -3.243816 4.357375 1.0 -0.1 1.2
C -0.416930 -4.487294 3.125466 -0.3 0.6 -0.3
H -0.865040 -5.074245 3.916910 0.0 0.3 0.1
C -0.734967 -4.704485 1.801717 0.2 -0.2 -1.3
H -1.433593 -5.467723 1.499125 0.0 -0.5 0.0
C -0.221350 -3.887068 0.793127 0.0 2.1 0.5
H -0.435350 -3.955466 -0.289081 -0.3 0.1 0.8
C 0.497749 -2.703307 1.273092 2.0 -3.2 0.6
C 0.857881 -1.391211 0.905794 -0.1 -0.5 -5.4
H 1.401684 -1.651482 -0.239489 -0.4 0.8 2.6
C -0.728999 -1.595068 -2.879505 -0.7 -1.8 -0.6
C 0.656357 -3.327497 -3.247676 -3.6 2.4 -1.9
H 1.297361 -4.039002 -2.756084 0.0 -0.6 -0.8
C 0.560982 -2.562959 -4.414387 0.5 -0.6 1.2
H 0.917100 -2.942607 -5.324242 0.6 0.4 -1.3
N -0.344320 -1.455454 -4.225860 1.8 -1.4 0.9
C -0.420724 -0.193323 -4.908424 0.7 0.0 1.6
C 0.757640 0.371513 -5.461248 -1.7 -0.1 0.3
C 0.631435 1.650157 -5.996924 -0.4 -0.4 0.1
H 1.484387 2.083604 -6.480655 0.3 0.3 -0.2
C -0.563558 2.360779 -5.917041 -0.1 0.4 -0.2
C -0.733072 3.683094 -6.642994 0.0 0.3 -0.1
H -1.300275 4.413889 -6.040397 0.2 -0.3 -0.2
H -1.287481 3.564950 -7.594468 0.2 -0.1 0.4
H 0.239759 4.135805 -6.898453 -0.3 -0.2 0.2
C -1.618815 1.845841 -5.166983 0.5 0.0 -0.3
H -2.503811 2.433404 -5.018490 -0.3 0.3 0.1
C -1.566927 0.584706 -4.605152 1.1 -0.6 -0.9
C -2.671623 0.079124 -3.745976 -1.0 -0.5 0.1
H -2.426847 -0.886533 -3.261472 -0.5 0.9 -0.5
H -3.592625 -0.043825 -4.326034 0.0 0.2 -0.1
H -2.881436 0.786652 -2.937328 0.0 0.0 0.0
C 2.065730 -0.331164 -5.379645 0.7 0.2 -0.6
H 2.046891 -1.315256 -5.845571 0.1 0.2 0.1
H 2.425816 -0.444296 -4.351345 -0.2 -0.1 -0.1
H 2.791046 0.282815 -5.918032 0.2 -0.1 0.1
N 0.107943 1.871221 9.555346 -1.7 -1.2 -3.5
C -0.378256 1.511158 8.534826 1.7 1.3 3.7
C -0.931880 1.032933 7.306887 -0.4 -0.2 -0.5
C -1.427073 1.947108 6.353080 0.0 -0.4 -0.4
C -1.874681 1.479579 5.108409 0.0 -0.2 0.8
C -1.889522 0.091229 4.880641 0.3 0.1 -0.1
C -1.476720 -0.834570 5.857603 0.2 0.6 0.3
C -0.977591 -0.356714 7.075212 -0.3 0.0 -0.5
N -2.228401 -0.391518 3.592860 -0.2 -0.8 -0.5
C -2.576501 -1.721608 3.285346 0.3 0.3 -0.2
C -2.520877 -1.830261 1.926540 0.3 0.6 0.3
N -2.088342 -0.617070 1.376533 -1.5 0.6 1.7
C -1.979911 0.235264 2.398080 -0.1 -1.2 -0.6
H -1.461698 3.022374 6.573165 0.2 -0.6 -0.1
H -2.221250 2.187217 4.342102 0.2 -0.5 0.4
H -1.481484 -1.913858 5.661168 0.0 0.6 0.0
H -0.633407 -1.081100 7.827732 -0.1 0.6 -0.4
H -2.771696 -2.477195 4.042780 0.0 0.4 -0.3
H -2.753963 -2.692198 1.305243 0.2 0.4 0.2
H -1.769907 1.297495 2.326264 0.3 -0.4 -0.1
```
Positions in Å, forces in eV/Å.

## Properties
total charge = -1
highest occupied orbital energy (spin up / spin down) = -2.765 / -2.858 eV
E_LUMO (spin up / spin down) = 1.632 / 1.621 eV
Kohn-Sham gap (spin up / spin down) = 4.40 / 4.48 eV
ΔE to the lowest compared entry with this formula, charge and spin = 0.8357 eV

Results of the Löwdin charge analysis, in e, for atoms 1 through 4: 1.002, 0.093, -0.051, -0.279

---

Density functional theory data (ωB97M-V/def2-TZVPD) for 3 unconnected molecules or ions with the total composition C2H7NS at a distorted geometry.

Structure (XYZ):
```
11
Properties=species:S:1:pos:R:3:forces:R:3
S 0.433350 0.507481 -2.698072 0.3 0.1 -0.2
H -0.616879 1.248749 -3.069085 -0.1 0.1 0.0
C 0.446048 -0.157813 0.605188 -0.3 0.3 0.4
C -0.070118 -1.150579 1.370178 0.7 0.4 0.3
N -0.076478 1.097969 0.435039 0.4 -0.9 1.3
H 1.427416 -0.249364 0.172146 0.0 -0.5 -0.4
H 0.480355 -2.074456 1.408791 0.0 -0.2 0.1
H -1.039290 -1.122112 1.846957 -0.1 0.2 -0.1
H -0.467076 -1.076132 -0.862527 -0.2 -0.2 -0.7
H -0.737782 1.332392 1.149724 -0.3 0.7 -0.5
H 0.220457 1.643861 -0.358340 -0.3 0.0 -0.1
```
Positions in Å, forces in eV/Å.

## Properties
⟨S²⟩ = 0.762
total charge = -1
highest occupied orbital energy (spin up / spin down) = -1.878 / -2.786 eV
E_LUMO (spin up / spin down) = 4.392 / 4.085 eV
Kohn-Sham gap (spin up / spin down) = 6.27 / 6.87 eV
ΔE to the lowest compared entry with this formula, charge and spin = 1.7175 eV
spin multiplicity = 2

Results of the Löwdin charge analysis, in e, for atoms 1 through 4: -0.184, -0.448, -0.470, -0.133

---

Density functional theory data (ωB97M-V/def2-TZVPD) for a molecular structure, C13H13ClN2O4S at a distorted geometry.

Structure (XYZ):
```
34
Properties=species:S:1:pos:R:3:forces:R:3
C 2.921558 -4.154423 -0.185737 -3.0 0.9 -10.5
H 3.354965 -4.448712 -1.159353 0.6 -1.3 1.1
H 3.420284 -4.212610 0.602398 4.6 -0.4 6.5
H 1.986119 -4.668356 -0.111506 -0.8 0.2 0.2
O 2.784888 -2.739572 -0.707688 -2.2 -1.5 6.1
C 2.061698 -2.199149 0.454028 -1.4 0.7 0.4
O 1.720840 -2.748844 1.547315 2.0 2.0 -5.1
C 1.697061 -0.824793 -0.052719 -0.8 -4.2 5.9
C 0.988259 0.122294 0.629799 0.4 1.5 0.8
C 1.073889 1.380285 -0.108285 -2.1 -3.2 3.0
C 1.648428 0.889906 -1.149214 5.0 3.7 -9.0
N 2.140017 -0.391474 -1.187238 1.5 3.7 -4.3
H 2.897483 -0.674564 -1.912777 -2.2 0.2 2.3
H 1.970635 1.640469 -1.979227 -0.6 -1.8 1.0
S 0.153195 2.822828 0.032549 6.8 5.5 9.7
O -0.167036 2.870687 1.641416 0.7 -0.5 -6.5
O 1.029574 4.025168 -0.397885 -3.5 -4.1 0.3
N -1.080441 2.564317 -0.781704 -8.0 2.8 -3.9
H -1.680792 3.514976 -1.167955 3.0 -3.2 1.5
C -2.159804 1.631800 -0.166108 0.1 -0.1 -8.1
C -1.788277 0.199149 -0.690282 -7.1 5.0 16.7
C -1.232139 -0.214829 -1.664041 4.4 3.0 -15.9
C -0.940360 -1.419127 -2.053511 3.7 -4.0 -1.3
C -1.020439 -2.450124 -1.027234 6.5 -2.4 -12.7
C -1.817860 -2.173876 -0.176971 -7.1 3.3 16.1
C -2.042605 -0.722307 0.314113 0.7 -4.3 -5.2
Cl -2.536334 -0.383749 1.813204 -1.1 0.1 2.8
H -1.928550 -2.900017 0.762223 -0.3 1.2 -2.1
H -0.658801 -3.445962 -1.336850 -0.2 0.4 0.7
H -0.382094 -1.542149 -3.033662 -0.9 -0.2 1.4
H -1.197832 0.684560 -2.566230 0.5 -2.4 2.2
H -3.126516 1.874656 -0.858257 2.0 -0.2 2.1
H -2.264133 1.830324 0.826152 -0.3 0.2 2.6
H 0.638879 0.124594 1.615791 -0.6 -0.7 1.2
```
Positions in Å, forces in eV/Å.

## Properties
highest occupied orbital energy = -8.683 eV
E_LUMO = 0.062 eV
Kohn-Sham gap = 8.74 eV

Results of the Löwdin charge analysis, in e, for atoms 1 through 4: -0.007, 0.112, 0.005, 0.090